[1]
Entry from the OMol25 dataset: C23H27BiN4O16P2S as an isolated structure at a distorted geometry (ωB97M-V with the def2-TZVPD basis set).

LUMO energy: 4.03 eV
Total energy: -98272.88229 eV
Highest occupied orbital energy: -3.413 eV
Orbital gap: 7.44 eV
Energy relative to the best compared isomer or geometry (same formula, charge and spin): 46.9 kJ/mol

Geometry as ORCA input:
```
! wB97M-V def2-TZVPD RIJCOSX def2/J DEFGRID3
* xyz -2 1
Bi 0.56488 -1.91293 1.29496
C -4.13460 3.21443 2.84885
C -3.27762 2.05401 3.24312
N -2.31271 -0.76049 3.40837
C -2.13002 -0.31133 4.73854
C -2.85608 0.71552 5.26720
N -3.53099 1.69229 4.47744
C -3.20385 1.03682 6.72079
O -2.56999 0.48930 7.70053
O -4.12241 1.82409 6.91194
C -1.01472 -1.14834 5.43459
O -0.52852 -0.78313 6.53505
O -0.57554 -2.12687 4.79304
H -4.89050 2.82878 2.15614
H -3.53810 3.93169 2.28499
H -4.64479 3.72415 3.68508
H -4.15834 2.22870 5.08190
H -1.71484 -0.02685 7.34093
O 3.34600 -4.41133 0.07225
S 2.72232 -3.12570 -0.11053
O 3.13717 -2.40761 -1.28712
O 1.15068 -3.32984 -0.15265
O 2.81416 -2.27694 1.14776
N -5.01255 -2.34752 1.28588
C -3.63958 -1.96467 1.67578
C -3.63412 -0.95676 2.84509
P -2.85694 -1.28273 0.11130
O -2.83353 -2.60044 -0.82620
O -3.79426 -0.29953 -0.46417
O -1.41375 -0.89685 0.42668
P -2.66656 -3.49443 2.08158
O -2.54937 -3.72278 3.62893
O -3.68222 -4.64161 1.64241
O -1.36622 -3.62234 1.34161
H -5.27119 -1.80471 0.46569
H -5.66954 -2.12648 2.02226
H -4.43457 -4.19118 1.18967
H -4.06354 -0.01408 2.50090
H -1.70482 -0.32691 2.71947
H -4.26796 -1.36665 3.63879
H -2.09738 -3.18169 -0.54756
H -1.73034 -3.21850 3.96022
C 6.66145 1.35219 -4.75632
C 5.52215 2.26448 -4.36929
C 5.65129 3.63289 -4.57623
C 4.64460 4.49807 -4.17287
C 3.48826 3.98956 -3.61592
C 3.31622 2.61190 -3.43490
N 2.09087 2.20244 -2.88652
C 1.41811 1.01516 -3.17308
C 1.37924 0.55606 -4.49262
C 0.64097 -0.56125 -4.83076
C -0.10662 -1.21649 -3.86696
C -0.05503 -0.77853 -2.55699
C 0.72291 0.30279 -2.16745
C 0.93036 0.71491 -0.72604
O 1.04845 1.91306 -0.48363
O 1.16286 -0.14004 0.24960
C 4.37175 1.73400 -3.76453
C 4.33760 0.26426 -3.42462
H 7.39817 1.89012 -5.35395
H 6.30580 0.49320 -5.32900
H 7.16373 0.96169 -3.86672
H 6.55373 4.02219 -5.03472
H 4.75837 5.56700 -4.31142
H 2.67934 4.64830 -3.32207
H 1.84666 2.56616 -1.96708
H 1.93631 1.09697 -5.24947
H 0.63018 -0.90779 -5.85795
H -0.70682 -2.08220 -4.11784
H -0.64861 -1.28066 -1.82385
H 4.08178 -0.35324 -4.29261
H 3.61595 0.02568 -2.64874
H 5.31675 -0.06147 -3.06698
*
```

=====

[2]
Entry from the OMol25 dataset: an isolated ion of composition CH3NO3PS and charge +1 at a distorted geometry (ωB97M-V with the def2-TZVPD basis set).

LUMO energy: -5.10 eV
Total energy: -28835.62576 eV
Highest occupied orbital energy: -16.090 eV
Orbital gap: 10.99 eV
Energy relative to the best compared isomer or geometry (same formula, charge and spin): 21.6 kJ/mol

Geometry as ORCA input:
```
! wB97M-V def2-TZVPD RIJCOSX def2/J DEFGRID3
* xyz 1 1
C -2.38105 0.19505 0.14448
N -2.91474 1.13960 0.42441
O 0.50963 0.71924 1.04292
O 1.48137 -1.42232 0.05669
O 0.58168 0.48500 -1.49622
P 0.35191 -0.31933 -0.11253
S -1.40050 -1.35783 -0.38211
H -0.04240 0.89627 1.85160
H 2.46303 -1.32490 0.06057
H 1.35107 0.98922 -1.58982
*
```

=====

[3]
Entry from the OMol25 dataset: CH5O2Tb as an isolated structure at a distorted geometry (ωB97M-V with the def2-TZVPD basis set).

LUMO energy (spin up / spin down): -0.25 / -0.01 eV
Expectation value of S²: 12.64
Total energy: -27643.21451 eV
Highest occupied orbital energy (spin up / spin down): -9.496 / -5.795 eV
Orbital gap (spin up / spin down): 9.25 / 5.79 eV
Energy relative to the best compared isomer or geometry (same formula, charge and spin): 82.8 kJ/mol

Geometry as ORCA input:
```
! wB97M-V def2-TZVPD RIJCOSX def2/J DEFGRID3
* xyz 0 7
C 0.90281 -0.30785 -0.45175
H 1.97184 -0.35054 -0.16917
H 0.57825 -1.14102 -1.10644
H 0.93371 0.51293 -1.19099
O 0.12195 -0.46962 0.89899
Tb -1.02955 -2.09959 1.93116
H -0.80483 0.87497 0.75463
O -1.02112 1.66294 -0.01526
H -1.65307 1.31778 -0.65117
*
```

=====

[4]
Entry from the OMol25 dataset: a 2-piece molecular cluster, C3H7NO3 overall at a distorted geometry (ωB97M-V with the def2-TZVPD basis set).

LUMO energy: 0.58 eV
Structure (SMILES): O=CCNC=O.O
Total energy: -10856.48029 eV
Highest occupied orbital energy: -10.037 eV
Orbital gap: 10.62 eV
Energy relative to the best compared isomer or geometry (same formula, charge and spin): 182.1 kJ/mol

Geometry as ORCA input:
```
! wB97M-V def2-TZVPD RIJCOSX def2/J DEFGRID3
* xyz 0 1
O -0.98087 0.65646 1.05625
C -1.60069 0.03225 0.22125
C -0.90593 -0.98180 -0.61987
N 0.50193 -0.59921 -0.90936
C 0.55661 0.39977 -1.88964
O -0.24593 0.53903 -2.76263
H -2.70086 0.08624 0.25655
H -1.40323 -1.11046 -1.57742
H -0.82403 -1.92974 -0.08740
H 0.96865 -0.23749 -0.08500
H 1.45998 1.00999 -1.77907
O 1.89256 0.78222 2.37341
H 1.99005 1.28134 3.17044
H 1.29177 0.07139 2.63250
*
```

=====

Which of these has the highest total energy?
C3H7NO3